[1]
87
Properties=species:S:1:pos:R:3 method="wB97M-V/def2-TZVPD" total_charge=+2 gap_ev="7.453 / 8.006" e_lumo_ev="-6.0760 / -5.5193" s2=0.762 e_homo_ev="-13.53 / -13.53" multiplicity=2
Sb -0.40 1.11 1.78
Cr 0.56 -1.18 0.88
Cl -5.14 -2.18 -4.97
O -1.23 -1.33 0.39
O -0.17 -2.98 -0.54
O 0.76 -1.85 2.70
O 1.67 -1.74 4.70
O 1.16 -0.62 -0.84
N 2.68 -0.71 2.90
N 2.34 -2.17 -3.67
N 1.62 -1.20 -3.02
N 2.57 -0.48 1.51
C -3.25 0.41 5.67
C -3.17 -3.31 -3.53
C -3.03 -1.15 -1.77
C -2.97 -0.65 4.82
C -3.19 4.05 -0.92
C -1.88 1.86 4.32
C 1.69 -1.44 3.44
C -1.15 -2.24 -0.57
C -2.14 -0.46 3.72
C -1.88 3.83 -1.30
C 2.67 -2.45 -1.50
C -1.37 1.07 -4.86
C -1.59 0.79 3.47
C 0.66 0.96 -3.56
C -3.95 -1.13 -2.80
C 2.55 -2.16 -5.12
C 1.80 -1.37 -1.68
C -2.17 -2.23 -1.62
C -4.01 -2.21 -3.67
C 0.61 -0.42 -3.66
C -0.34 1.70 -4.17
C 1.19 2.31 2.50
C 1.49 2.39 3.86
C -1.59 2.35 0.58
C -1.41 -0.31 -4.94
C 2.99 -2.92 -2.77
C -1.08 2.97 -0.56
C 2.75 -1.30 5.57
C 3.47 3.68 3.37
C 3.90 -4.02 -3.18
C 2.62 3.08 4.29
C -2.70 1.67 5.42
C -3.71 3.42 0.20
C 3.18 3.60 2.02
C -2.24 -3.31 -2.50
C -2.91 2.57 0.96
C -0.42 -1.07 -4.33
C 2.05 2.92 1.59
H 3.44 -4.64 -3.95
H 3.83 4.08 1.30
H -4.62 -0.29 -2.94
H 3.61 -2.23 -5.33
H -1.94 -1.30 3.06
H -3.25 -4.14 -4.21
H -1.47 4.32 -2.17
H -3.40 -1.62 5.00
H 4.34 4.23 3.71
H -2.21 -0.81 -5.47
H 3.69 -1.74 5.24
H -3.33 2.09 1.83
H 1.48 1.44 -3.04
H 2.83 3.16 5.35
H 4.13 -4.64 -2.33
H -0.06 2.79 -0.87
H 0.84 1.93 4.60
H -2.97 -0.31 -1.08
H -1.57 -4.15 -2.37
H 2.02 -2.99 -5.58
H 2.16 -1.22 -5.52
H -2.14 1.66 -5.34
H -3.81 4.72 -1.50
H 2.96 -2.92 -0.58
H 4.83 -3.62 -3.58
H 2.78 -0.21 5.59
H 1.84 2.88 0.52
H -1.48 2.85 4.13
H 2.57 0.52 1.33
H -3.89 0.26 6.52
H 2.49 -1.69 6.54
H -0.31 2.78 -4.12
H 3.36 -0.91 1.03
H -2.93 2.49 6.08
H -0.46 -2.15 -4.36
H -4.74 3.59 0.49
H 3.48 -0.37 3.41

[2]
17
Properties=species:S:1:pos:R:3 method="wB97M-V/def2-TZVPD" gap_ev=11.785 e_lumo_ev=0.7839 e_homo_ev=-11.00
O 2.92 3.18 -4.21
C 0.00 0.00 0.00
C 1.98 -2.04 -1.01
C 0.70 -1.60 -1.83
C 0.18 -0.23 -1.53
H 0.86 -1.74 -2.91
H 3.37 2.43 -3.74
H 2.10 -3.13 -1.18
H -0.46 0.98 0.19
H 0.94 -0.06 0.57
H -0.08 -2.32 -1.51
H 0.99 0.45 -1.86
H 1.95 -1.86 0.08
H 2.86 -1.52 -1.43
H -0.68 -0.78 0.37
H 3.31 3.99 -3.80
H -0.74 0.05 -2.07

[3]
12
Properties=species:S:1:pos:R:3 method="wB97M-V/def2-TZVPD" gap_ev=9.363 e_lumo_ev=-0.0971 e_homo_ev=-9.46
S -0.36 -2.87 -1.71
O -0.22 2.45 1.63
N -0.69 -0.01 0.39
C 0.70 1.85 1.16
C 0.64 0.57 0.36
H -1.26 0.27 -0.39
H 0.94 0.80 -0.69
H 1.77 2.14 1.40
H -1.52 -3.05 -2.32
H 1.38 -0.06 0.83
H -0.65 -1.09 -1.27
H -0.71 -0.99 0.61

[4]
17
Properties=species:S:1:pos:R:3 method="wB97M-V/def2-TZVPD" total_charge=+1 gap_ev="11.280 / 6.506" e_lumo_ev="-3.5740 / -8.3470" s2=0.754 e_homo_ev="-14.85 / -14.85" multiplicity=2
O 2.55 2.80 -0.94
N -0.60 -0.21 1.47
C -1.23 -1.36 0.86
C 0.15 -0.19 -0.81
C -1.00 -1.26 -0.67
C -0.01 0.71 0.58
H -0.78 1.47 0.29
H 0.18 0.53 -1.63
H -2.30 -1.40 1.21
H 2.18 2.10 -1.50
H 2.24 2.42 -0.10
H -0.65 -2.24 -1.05
H 1.06 -0.76 -0.79
H -0.78 -2.29 1.17
H -1.89 -0.87 -1.18
H 0.90 1.17 0.93
H 0.00 -0.61 2.19

What did we get for molecular weight? Answer: 838.9, 76.1, 93.2, 89.1 g/mol, in the order shown.